1.
Molecular formula: C4H12N2O
Method: DFT, ωB97M-V/def2-TZVPD

Structure (ORCA input):
```
! RIJCOSX wB97M-V def2-TZVPD def2/J DEFGRID3
* xyz 0 1
C 2.04 -1.66 1.08
C -0.25 -1.62 0.12
N 1.20 -1.50 -0.12
H 1.93 -0.80 1.86
H 3.15 -1.71 0.87
H 1.73 -2.53 1.60
H -0.50 -2.09 1.12
H -0.75 -2.10 -0.73
H 1.34 -0.56 -0.47
C -0.92 0.29 -0.26
O -1.92 -0.56 0.18
C -1.46 1.70 -0.56
N -0.38 2.59 -1.04
H -0.08 0.54 0.40
H -0.44 0.02 -1.28
H -2.23 1.57 -1.31
H -1.95 2.04 0.40
H -0.74 3.41 -1.58
H 0.23 2.97 -0.31
*
```

The max |F| comes out at 4.14 eV/A. As for the HOMO-LUMO gap: 9.0 eV.

---

2.
Molecular formula: C7H12NOS2
Method: DFT, ωB97M-V/def2-TZVPD

Structure (ORCA input):
```
! RIJCOSX wB97M-V def2-TZVPD def2/J DEFGRID3
* xyz -1 1
C -1.22 -1.02 0.58
C 0.48 -1.83 -1.12
C 3.17 -1.20 0.36
C -2.12 -0.02 -0.07
C -2.59 -0.15 -1.54
C -3.06 0.77 0.86
C 3.15 1.67 0.04
N -0.25 -1.61 -0.22
O -1.29 -1.26 1.77
S -0.60 1.03 -0.03
S 4.23 0.17 -0.26
H 2.73 -1.68 -0.62
H 2.39 -0.77 1.05
H -2.49 0.92 -1.90
H -3.59 -0.57 -1.55
H -1.88 -0.98 -2.06
H -3.95 0.24 1.07
H -3.23 1.87 0.65
H -2.62 0.66 1.79
H 2.13 1.37 -0.44
H 3.18 1.82 1.04
H 3.59 2.44 -0.42
H 3.85 -1.89 1.03
*
```

The max |F| comes out at 6.06 eV/A. As for the HOMO-LUMO gap: 6.8 eV.

---

3.
Molecular formula: C3H5O4Y
Method: DFT, ωB97M-V/def2-TZVPD

Structure (ORCA input):
```
! RIJCOSX wB97M-V def2-TZVPD def2/J DEFGRID3
* xyz 1 2
O -0.02 -1.04 0.66
C 0.80 0.02 0.47
C -1.32 -0.74 0.13
O 1.81 0.13 1.23
O 0.05 1.13 0.22
C -1.33 0.79 0.14
Y 3.81 -0.03 -0.03
H -2.07 -1.19 0.79
H -1.41 -1.15 -0.88
H -1.85 1.20 1.02
H -1.74 1.22 -0.77
O 1.86 -0.44 -1.15
H 1.42 0.07 -1.83
*
```

The max |F| comes out at 3.82 eV/A. As for the HOMO-LUMO gap (spin up / spin down): 6.7 / 9.4 eV. As for the expectation value of S²: 0.751.

---

Q: max |F| of number 3 (C3H5O4Y)?
A: 3.82 eV/A

---

Q: Which of these has the lowest max |F|?
A: C3H5O4Y

---

Copy entry 2 word for word.
Molecular formula: C7H12NOS2
Method: DFT, ωB97M-V/def2-TZVPD

Structure (ORCA input):
```
! RIJCOSX wB97M-V def2-TZVPD def2/J DEFGRID3
* xyz -1 1
C -1.22 -1.02 0.58
C 0.48 -1.83 -1.12
C 3.17 -1.20 0.36
C -2.12 -0.02 -0.07
C -2.59 -0.15 -1.54
C -3.06 0.77 0.86
C 3.15 1.67 0.04
N -0.25 -1.61 -0.22
O -1.29 -1.26 1.77
S -0.60 1.03 -0.03
S 4.23 0.17 -0.26
H 2.73 -1.68 -0.62
H 2.39 -0.77 1.05
H -2.49 0.92 -1.90
H -3.59 -0.57 -1.55
H -1.88 -0.98 -2.06
H -3.95 0.24 1.07
H -3.23 1.87 0.65
H -2.62 0.66 1.79
H 2.13 1.37 -0.44
H 3.18 1.82 1.04
H 3.59 2.44 -0.42
H 3.85 -1.89 1.03
*
```

The max |F| comes out at 6.06 eV/A. As for the HOMO-LUMO gap: 6.8 eV.